Entry 1:
The following is a quantum chemistry calculation of C13H18BeIN3 as an isolated structure, from the OMol25 dataset.

Last column: Löwdin charge in e.
Cartesian coordinates (Å):
C 0.77 -2.71 -1.89  -0.321
C 1.06 -3.59 -0.65  -0.193
H -0.30 -2.60 -2.10  -0.037
H 1.12 -3.29 -2.77  0.090
H 1.40 -1.81 -1.98  -0.010
H 0.34 -3.48 0.18  0.037
H 1.01 -4.63 -0.97  0.074
H 2.07 -3.43 -0.27  0.055
Be 0.33 -0.97 -0.38  -0.058
C 1.83 -1.26 0.51  -0.188
H 1.74 -2.13 1.15  -0.006
H 2.07 -0.42 1.17  0.002
H 2.67 -1.39 -0.17  0.009
I -0.57 -0.05 -2.62  0.298
N -1.15 1.18 1.39  0.138
C -1.66 -0.11 1.37  -0.222
C -2.82 -0.32 2.12  -0.005
C -3.44 -1.56 2.10  -0.040
C -2.88 -2.55 1.27  -0.047
C -1.79 -2.25 0.49  -0.089
N -1.08 -1.09 0.61  0.077
C -0.10 1.77 0.69  -0.286
C 0.07 3.17 0.84  -0.005
C 1.11 3.76 0.15  -0.055
C 1.95 2.96 -0.65  -0.051
C 1.71 1.60 -0.73  -0.169
N 0.69 1.01 -0.06  -0.028
H -1.69 1.84 1.96  0.145
H -3.22 0.54 2.68  0.120
H -4.32 -1.75 2.69  0.116
H -3.30 -3.54 1.21  0.109
H -1.45 -2.93 -0.28  0.104
H -0.64 3.70 1.47  0.113
H 1.30 4.84 0.23  0.113
H 2.77 3.36 -1.22  0.106
H 2.29 0.93 -1.34  0.107

Values from the calculation:
Multiplicity   1
Lowest unoccupied orbital energy   -0.15 eV
Kohn-Sham gap   7.24 eV
Charge   0

---

Entry 2:
The following is a quantum chemistry calculation of C46H122N10O22 as an isolated structure, from the OMol25 dataset.

Last column: Löwdin charge in e.
Cartesian coordinates (Å):
C 4.05 4.07 -6.12  0.010
N 3.68 4.19 -4.67  -0.345
C 2.89 2.98 -4.30  -0.013
C 4.98 4.23 -3.94  0.031
C 2.76 5.38 -4.44  -0.077
C 3.20 6.60 -5.20  -0.257
O 4.48 6.92 -4.85  -0.033
H 4.66 4.90 -6.50  0.127
H 3.13 4.03 -6.70  0.119
H 4.58 3.13 -6.23  0.114
H 2.61 3.01 -3.25  0.092
H 3.54 2.11 -4.41  0.106
H 2.01 2.88 -4.92  0.109
H 4.76 4.10 -2.89  0.089
H 5.41 5.18 -4.17  0.099
H 5.62 3.42 -4.32  0.122
H 2.78 5.53 -3.36  0.149
H 1.77 5.03 -4.71  0.111
H 2.50 7.42 -4.95  0.154
H 3.18 6.53 -6.28  0.132
H 4.55 7.72 -4.32  0.130
C -4.76 -4.07 -1.35  0.007
N -5.17 -2.65 -1.17  -0.353
C -5.34 -2.06 -2.51  0.005
C -6.49 -2.59 -0.42  0.056
C -4.15 -1.81 -0.46  -0.113
C -3.95 -2.08 1.03  -0.226
O -3.16 -3.22 1.29  -0.082
H -5.67 -4.61 -1.58  0.122
H -4.38 -4.55 -0.45  0.089
H -4.07 -4.27 -2.17  0.117
H -4.37 -2.03 -3.01  0.099
H -5.84 -1.10 -2.38  0.129
H -5.94 -2.75 -3.11  0.124
H -7.26 -2.68 -1.19  0.123
H -6.50 -1.63 0.10  0.090
H -6.59 -3.39 0.30  0.116
H -4.42 -0.77 -0.67  0.111
H -3.21 -2.00 -1.01  0.134
H -4.92 -2.13 1.55  0.119
H -3.42 -1.17 1.33  0.107
H -3.55 -4.03 0.96  0.062
C -3.24 0.16 6.76  0.010
N -4.00 -0.89 6.06  -0.361
C -5.42 -0.50 6.06  0.037
C -3.54 -0.93 4.62  0.014
C -3.69 -2.24 6.65  -0.078
C -4.64 -3.45 6.35  -0.172
O -4.36 -4.00 5.05  -0.088
H -2.21 -0.14 6.85  0.091
H -3.61 0.33 7.77  0.126
H -3.33 1.13 6.26  0.129
H -5.96 -1.36 5.66  0.107
H -5.59 0.33 5.36  0.100
H -5.69 -0.31 7.09  0.127
H -3.87 0.01 4.19  0.067
H -4.03 -1.76 4.11  0.096
H -2.46 -1.02 4.55  0.097
H -3.68 -2.06 7.72  0.136
H -2.67 -2.46 6.36  0.125
H -5.71 -3.22 6.42  0.129
H -4.39 -4.25 7.05  0.136
H -5.05 -3.67 4.43  0.099
C 4.71 3.28 3.37  0.005
N 3.26 3.55 3.47  -0.368
C 3.02 4.87 2.80  0.042
C 2.55 2.52 2.72  -0.030
C 2.83 3.57 4.92  -0.065
C 1.32 3.45 5.15  -0.248
O 0.69 4.55 4.58  -0.047
H 5.23 3.91 4.09  0.130
H 5.03 3.38 2.34  0.103
H 4.92 2.27 3.73  0.109
H 2.04 5.21 3.06  0.100
H 3.18 4.69 1.73  0.101
H 3.78 5.58 3.12  0.122
H 2.54 1.58 3.29  0.102
H 3.08 2.31 1.80  0.084
H 1.53 2.84 2.53  0.103
H 3.25 4.53 5.25  0.157
H 3.44 2.76 5.32  0.129
H 1.26 3.43 6.24  0.132
H 0.94 2.46 4.84  0.114
H -0.20 4.28 4.29  0.062
C 4.02 -2.03 5.37  0.014
N 2.79 -2.66 4.88  -0.364
C 3.13 -3.55 3.75  -0.010
C 2.21 -3.57 5.97  0.040
C 1.77 -1.63 4.41  -0.086
C 1.10 -0.91 5.57  -0.194
O 2.10 -0.09 6.21  -0.060
H 4.52 -1.57 4.51  0.117
H 4.73 -2.76 5.76  0.133
H 3.77 -1.28 6.11  0.104
H 2.26 -4.06 3.35  0.096
H 3.89 -4.25 4.13  0.128
H 3.62 -2.93 3.01  0.102
H 2.78 -4.49 5.99  0.114
H 1.15 -3.75 5.77  0.113
H 2.30 -3.13 6.95  0.121
H 1.05 -2.22 3.86  0.129
H 2.36 -1.02 3.73  0.133
H 0.71 -1.63 6.29  0.116
H 0.28 -0.33 5.11  0.126
H 1.79 0.15 7.09  0.119
C 1.23 0.53 -1.94  -0.038
C 0.45 0.95 -0.73  -0.343
C 0.99 0.17 0.47  -0.201
O 0.58 0.57 1.75  -0.198
C -0.81 0.41 1.90  -0.092
N 0.53 2.41 -0.41  0.153
H -0.21 2.76 0.56  0.037
H 1.48 2.71 -0.17  0.125
H 0.30 2.94 -1.23  0.072
H 0.98 -0.50 -2.18  0.079
H 2.30 0.67 -1.79  0.062
H 0.88 1.11 -2.80  0.078
H -0.62 0.72 -0.87  0.128
H 2.08 0.22 0.53  0.113
H 0.69 -0.88 0.26  0.119
H -1.10 1.04 2.73  0.083
H -1.12 -0.65 1.88  0.091
H -1.30 0.92 1.07  0.067
C -2.92 -3.30 -8.70  -0.014
C -1.97 -2.33 -8.04  -0.334
C -1.25 -2.84 -6.84  -0.214
O -0.51 -1.79 -6.24  -0.208
C 0.21 -2.16 -5.06  -0.065
N -0.86 -1.82 -8.95  0.253
H -0.21 -1.40 -8.28  0.152
H -0.54 -2.64 -9.49  0.191
H -1.21 -1.11 -9.59  0.184
H -2.41 -4.23 -9.02  0.111
H -3.45 -2.89 -9.54  0.099
H -3.71 -3.55 -7.97  0.107
H -2.56 -1.48 -7.67  0.162
H -0.59 -3.69 -7.11  0.153
H -2.03 -3.23 -6.16  0.148
H 0.60 -3.17 -5.11  0.092
H -0.51 -1.96 -4.24  0.089
H 1.06 -1.48 -4.98  0.088
C -0.30 -3.93 -0.45  0.041
C -0.38 -5.46 -0.42  -0.398
O -0.93 -6.15 -1.12  0.266
N 0.29 -6.05 0.89  0.083
H 1.25 -5.73 1.03  0.168
H -0.21 -5.76 1.73  0.176
C 0.25 -7.55 0.76  0.023
H -0.38 -3.63 -1.49  0.094
H 0.56 -3.52 0.06  0.073
H -1.16 -3.50 0.07  0.070
H -0.78 -7.86 0.90  0.120
H 0.90 -7.92 1.55  0.116
H 0.74 -7.88 -0.16  0.121
C -2.81 1.57 -4.75  0.035
C -2.90 1.29 -3.25  -0.508
O -2.54 0.26 -2.71  0.027
N -3.36 2.30 -2.44  -0.014
H -2.48 3.81 -2.78  0.052
H -4.24 2.73 -2.74  0.164
C -3.29 2.25 -0.95  -0.010
H -1.96 2.25 -4.85  0.074
H -3.59 2.16 -5.21  0.091
H -2.61 0.68 -5.34  0.073
H -3.92 3.04 -0.56  0.108
H -2.27 2.37 -0.60  0.052
H -3.62 1.29 -0.56  0.060
C 4.98 -3.05 -3.19  0.015
C 4.75 -1.61 -2.87  -0.466
O 4.21 -0.85 -3.58  0.169
N 5.23 -1.22 -1.53  0.000
H 4.65 -0.17 -1.19  0.123
H 4.85 -1.86 -0.83  0.156
C 6.71 -1.27 -1.46  0.003
H 4.22 -3.39 -3.88  0.092
H 4.99 -3.73 -2.32  0.096
H 5.98 -3.24 -3.60  0.120
H 7.02 -0.83 -0.52  0.108
H 7.08 -0.67 -2.27  0.110
H 7.06 -2.30 -1.58  0.105
O 4.19 3.12 -0.32  0.014
C 4.89 1.99 -0.81  -0.716
O 4.23 0.95 -0.61  -0.007
O 5.94 2.23 -1.43  0.046
H 4.89 3.78 -0.31  0.102
O -0.58 5.65 -3.94  0.206
C -0.93 4.60 -3.36  -0.662
O -0.29 3.60 -2.90  0.016
O -2.24 4.58 -3.28  0.143
H -1.52 6.05 -4.14  0.230
O -3.93 1.16 1.96  -0.060
C -5.33 0.69 2.13  -0.671
O -5.66 0.07 1.10  -0.035
O -5.67 0.96 3.29  -0.004
H -3.72 1.47 2.86  0.065
O -2.27 4.84 2.00  0.211
C -1.50 3.84 2.20  -0.719
O -1.23 3.37 3.30  0.037
O -1.00 3.44 1.08  -0.011
H -2.24 4.88 1.03  0.138

Values from the calculation:
Multiplicity   1
Lowest unoccupied orbital energy   -12.26 eV
Kohn-Sham gap   6.60 eV
Charge   +6

---

Entry 3:
The following is a quantum chemistry calculation of C33H29NO7P2RuS4 as an isolated structure, from the OMol25 dataset.

Last column: Löwdin spin population.
Cartesian coordinates (Å):
Ru -0.21 -0.83 1.96  0.707
S 1.47 -2.47 -1.21  -0.001
P 0.39 -0.84 -1.37  0.038
C -0.32 -0.21 0.08  0.147
P -1.29 1.20 0.29  0.031
S -1.83 0.93 2.21  -0.015
C -2.76 1.35 -0.78  0.003
C -3.97 0.80 -0.34  0.001
C -5.08 0.79 -1.17  0.000
C -4.99 1.32 -2.45  0.001
C -3.80 1.88 -2.89  0.000
C -2.69 1.90 -2.06  0.001
C -0.41 2.77 0.07  0.008
C 0.96 2.78 0.25  0.003
C 1.67 3.97 0.17  0.000
C 1.00 5.16 -0.08  0.000
C -0.38 5.16 -0.25  0.000
C -1.09 3.97 -0.17  0.001
C 1.38 0.49 -2.15  0.007
C 2.72 0.58 -1.79  0.003
C 3.49 1.64 -2.24  0.000
C 2.93 2.62 -3.06  0.003
C 1.60 2.52 -3.43  0.000
C 0.82 1.46 -2.98  0.003
C -0.95 -1.16 -2.58  0.009
C -2.21 -1.51 -2.11  0.005
C -3.22 -1.87 -3.00  0.000
C -2.97 -1.87 -4.37  0.000
C -1.70 -1.54 -4.84  0.000
C -0.70 -1.19 -3.95  0.001
H -4.01 0.39 0.66  0.000
H -6.01 0.37 -0.82  0.000
H -5.86 1.31 -3.11  0.000
H -3.73 2.30 -3.89  0.000
H -1.77 2.36 -2.40  0.000
H 1.48 1.85 0.46  0.002
H 2.74 3.96 0.33  0.000
H 1.56 6.09 -0.14  0.000
H -0.90 6.09 -0.44  0.000
H -2.16 3.98 -0.28  0.000
H 3.15 -0.16 -1.13  0.000
H 4.53 1.72 -1.95  0.000
H 3.53 3.45 -3.41  0.000
H 1.15 3.28 -4.07  0.000
H -0.21 1.39 -3.28  0.000
H -2.40 -1.50 -1.05  0.003
H -4.20 -2.13 -2.63  0.000
H -3.75 -2.14 -5.06  0.000
H -1.50 -1.56 -5.90  0.000
H 0.29 -0.96 -4.31  0.000
O 3.30 1.66 2.78  0.001
S 2.73 0.38 2.46  0.002
O 1.24 0.46 2.60  0.012
O 3.15 -0.22 1.22  0.001
C 3.30 -0.72 3.77  0.000
C 4.47 -0.30 4.40  0.000
C 5.08 -1.06 5.38  0.000
C 4.53 -2.27 5.76  0.000
C 3.36 -2.71 5.15  0.000
C 2.75 -1.95 4.16  0.000
S 1.22 -2.63 3.52  0.000
O 1.17 -4.00 3.96  0.000
O 0.14 -1.77 4.04  0.008
O 1.26 -2.45 2.05  -0.002
H 4.88 0.66 4.10  0.000
H 5.99 -0.70 5.85  0.000
H 5.00 -2.87 6.52  0.000
H 2.92 -3.65 5.42  0.000
C -2.64 -4.38 2.10  0.000
C -1.68 -3.40 1.49  0.004
N -0.80 -3.85 0.61  0.007
O -1.77 -2.20 1.85  0.004
H -2.76 -5.28 1.49  0.000
H -3.60 -3.89 2.25  0.000
H -2.24 -4.66 3.07  0.000
H -0.75 -4.83 0.43  0.000
H -0.03 -3.26 0.25  0.000

Values from the calculation:
Multiplicity   2
ΔE to the lowest compared entry with this formula, charge and spin   1.76 kJ/mol
Lowest unoccupied orbital energy (spin up / spin down)   2.49 / 2.49 eV
Kohn-Sham gap (spin up / spin down)   6.86 / 7.47 eV
Charge   -1

---

Entry 4:
The following is a quantum chemistry calculation of a 3-piece molecular cluster, C3H9N2O2 overall, from the OMol25 dataset.

Last column: Löwdin charge in e.
Cartesian coordinates (Å):
C 1.43 0.48 -0.78  -0.018
C 1.20 1.40 0.27  -0.014
N -0.15 1.62 0.29  0.090
C -0.86 0.82 -0.49  -0.028
N 0.14 0.19 -1.17  0.068
H 2.32 0.10 -1.28  0.147
H 1.97 1.93 0.83  0.136
H -0.51 2.34 0.91  0.190
H -1.86 0.58 -0.57  0.131
H 0.05 -0.63 -1.78  0.175
H 0.52 -2.11 0.74  0.046
H 1.43 -3.02 -0.14  0.065
O 0.93 -2.19 -0.13  -0.047
H -2.11 -1.90 1.11  0.061
H -2.38 -1.08 2.33  0.066
O -2.14 -0.96 1.39  -0.069

Values from the calculation:
Multiplicity   1
ΔE to the lowest compared entry with this formula, charge and spin   110.74 kJ/mol
Lowest unoccupied orbital energy   -2.88 eV
Kohn-Sham gap   11.07 eV
Charge   +1

---

Entry 5:
The following is a quantum chemistry calculation of a 2-piece molecular cluster, C5H10O2 overall, from the OMol25 dataset.

Last column: Löwdin charge in e.
Cartesian coordinates (Å):
C -1.20 -1.39 0.33  -0.015
C -0.50 -0.18 -0.25  -0.512
C 0.88 -0.41 -0.86  -0.025
C 2.30 0.51 1.21  -0.027
O 1.91 1.71 0.87  -0.076
C -1.35 0.92 -0.74  -0.077
O -0.69 1.01 0.52  -0.082
H -1.42 -2.13 -0.45  0.090
H -0.55 -1.88 1.07  0.087
H -2.13 -1.11 0.82  0.089
H 1.17 0.43 -1.49  0.098
H 0.88 -1.33 -1.45  0.096
H 1.72 -0.53 -0.17  0.007
H 1.41 0.01 1.71  0.021
H 0.95 1.88 1.01  0.087
H -2.44 0.86 -0.67  0.119
H -0.99 1.60 -1.51  0.120

Values from the calculation:
Multiplicity   1
ΔE to the lowest compared entry with this formula, charge and spin   507.38 kJ/mol
Lowest unoccupied orbital energy   0.80 eV
Kohn-Sham gap   9.26 eV
Charge   0

---

Entry 6:
The following is a quantum chemistry calculation of C48H47F2N5O3PSTc as an isolated structure, from the OMol25 dataset.

Last column: Löwdin spin population.
Cartesian coordinates (Å):
Tc -0.56 1.36 0.25  2.457
C 2.86 5.26 1.10  0.003
C 3.13 4.91 -0.35  0.001
N 3.44 3.48 -0.55  0.017
C 4.86 3.10 -0.59  0.002
C 5.37 2.59 0.75  0.001
C 2.50 2.54 -0.63  0.024
S 0.84 3.11 -0.61  0.101
N 2.96 1.29 -0.77  0.012
C 2.24 0.19 -0.62  0.011
O 1.04 0.10 -0.24  0.109
C 2.93 -1.10 -0.90  0.002
C 2.25 -2.30 -0.65  0.001
C 2.88 -3.51 -0.89  0.000
C 4.18 -3.53 -1.38  0.000
C 4.86 -2.34 -1.62  0.000
C 4.23 -1.13 -1.38  0.001
H 2.67 6.33 1.18  0.000
H 3.71 5.02 1.74  0.000
H 1.98 4.73 1.48  0.002
H 3.99 5.46 -0.72  0.000
H 2.28 5.18 -0.98  0.001
H 5.41 3.99 -0.90  0.000
H 4.98 2.34 -1.36  0.000
H 5.25 3.33 1.54  0.000
H 6.43 2.35 0.67  0.000
H 4.84 1.68 1.04  0.000
H 1.25 -2.26 -0.24  0.000
H 2.36 -4.43 -0.70  0.000
H 4.68 -4.47 -1.57  0.000
H 5.87 -2.36 -1.99  0.000
H 4.75 -0.19 -1.55  0.000
O -2.01 3.72 0.78  0.096
C -1.99 2.88 -0.08  0.006
C -2.90 2.92 -1.27  -0.005
C -3.83 3.95 -1.39  -0.001
C -4.63 4.02 -2.52  0.000
C -4.49 3.07 -3.53  0.000
C -3.57 2.05 -3.42  0.001
C -2.78 1.95 -2.27  0.003
P -1.54 0.66 -2.00  0.020
C -2.39 -0.94 -1.96  -0.001
C -1.58 -2.04 -1.69  -0.001
C -2.11 -3.32 -1.70  0.000
C -3.47 -3.51 -1.97  -0.001
C -4.28 -2.41 -2.21  0.000
C -3.75 -1.13 -2.21  -0.001
C -0.59 0.54 -3.55  0.005
C -1.02 -0.31 -4.56  0.001
C -0.32 -0.37 -5.76  0.000
C 0.80 0.41 -5.95  0.000
C 1.23 1.26 -4.94  0.000
C 0.54 1.33 -3.75  0.000
H -3.90 4.69 -0.60  0.000
H -5.35 4.82 -2.62  0.000
H -5.11 3.15 -4.42  0.000
H -3.46 1.33 -4.22  0.000
H -0.53 -1.90 -1.47  0.000
H -1.48 -4.17 -1.50  0.000
H -3.88 -4.50 -1.98  0.000
H -5.34 -2.55 -2.41  0.000
H -4.39 -0.28 -2.41  0.000
H -1.89 -0.95 -4.42  0.000
H -0.66 -1.04 -6.54  0.000
H 1.35 0.36 -6.89  0.000
H 2.11 1.87 -5.09  0.000
H 0.88 2.00 -2.97  0.001
F 3.12 2.20 4.18  -0.002
C 1.87 1.83 3.87  0.000
C 1.46 1.89 2.56  0.023
C 0.16 1.51 2.22  -0.006
C -0.71 1.06 3.23  0.014
C -0.23 1.01 4.54  -0.002
F -1.02 0.57 5.54  -0.002
C 1.04 1.39 4.89  0.020
C -2.05 0.65 2.80  0.015
C -3.09 0.29 3.65  0.000
C -4.32 -0.07 3.12  0.016
C -4.49 -0.05 1.74  0.000
C -3.43 0.33 0.96  0.019
N -2.24 0.66 1.46  0.018
H 2.17 2.24 1.82  0.001
H 1.38 1.35 5.92  0.001
H -2.95 0.30 4.71  0.000
H -5.13 -0.34 3.77  0.001
H -5.43 -0.32 1.28  0.000
H -3.53 0.37 -0.11  0.001
C 1.65 -1.83 2.70  0.000
N 0.73 -2.93 2.52  0.000
C 0.99 -4.11 3.33  0.000
C 0.19 -5.28 2.83  0.000
C -1.27 -4.89 2.77  0.000
N -1.43 -3.68 1.98  0.000
C -2.78 -3.35 1.59  0.000
C -0.49 -2.69 1.94  0.001
O -0.72 -1.63 1.36  0.010
H 2.66 -2.15 2.47  0.000
H 1.63 -1.48 3.74  0.000
H 1.37 -1.01 2.05  0.000
H 0.76 -3.91 4.38  0.000
H 2.06 -4.31 3.28  0.000
H 0.32 -6.15 3.48  0.000
H 0.53 -5.56 1.83  0.000
H -1.67 -4.75 3.78  0.000
H -1.87 -5.68 2.30  0.000
H -3.27 -4.24 1.18  0.000
H -2.77 -2.57 0.82  0.000
H -3.37 -2.99 2.44  0.000

Values from the calculation:
Multiplicity   4
ΔE to the lowest compared entry with this formula, charge and spin   0.00 kJ/mol
Lowest unoccupied orbital energy (spin up / spin down)   -2.35 / -3.61 eV
Kohn-Sham gap (spin up / spin down)   8.11 / 7.17 eV
Charge   +1

---

| no. | energy (eV) |
| --- | --- |
| 1 | -26746.3621 |
| 2 | -109565.2114 |
| 3 | -115020.6274 |
| 4 | -10325.7043 |
| 5 | -9437.7843 |
| 6 | -91887.2733 |